[1]
The following is a quantum chemistry calculation of a cluster of 14 separate species, C62H106F6O40 in total at a distorted geometry, from the OMol25 dataset.

Calculated values
Lowest unoccupied orbital energy ... 0.1 eV
HOMO-LUMO gap ... 8.97 eV
Strongest force on any atom ... 2.25 eV/A
Total energy ... -164216.4677 eV
Highest occupied orbital energy ... -8.91 eV

Last column: Löwdin charge in e.
Cartesian coordinates (Å):
1 C 0.27120 11.82700 22.60561  -0.08
2 O -0.77643 12.69818 22.19536  -0.15
3 C -1.75669 12.77076 23.19195  -0.22
4 C -2.77124 13.88120 23.03908  -0.19
5 O -3.80360 13.49634 22.16662  -0.15
6 C -4.96622 14.31081 22.16938  -0.18
7 C -4.75187 15.79108 21.89997  -0.22
8 O -4.39943 16.00240 20.54938  -0.17
9 C -4.25802 17.37029 20.25536  -0.12
10 H -0.16182 10.82760 22.49832  0.08
11 H 0.70819 12.02429 23.58625  0.09
12 H 1.10890 11.80901 21.90530  0.07
13 H -1.26164 12.99968 24.14678  0.11
14 H -2.28021 11.82502 23.38645  0.12
15 H -2.28645 14.80420 22.69204  0.13
16 H -3.25156 14.15944 23.99011  0.13
17 H -5.38742 14.21687 23.18045  0.12
18 H -5.69540 13.82104 21.52857  0.13
19 H -3.99693 16.18237 22.59018  0.11
20 H -5.68543 16.32775 22.10786  0.13
21 H -5.20972 17.83713 19.98761  0.09
22 H -3.64709 17.46704 19.35336  0.09
23 H -3.69580 17.94663 20.99475  0.09
24 C 8.75005 -0.76450 18.94361  -0.11
25 O 8.30694 0.15820 17.99404  -0.19
26 C 9.31075 0.74557 17.18722  -0.18
27 C 10.11331 1.77982 17.94466  -0.21
28 O 9.29080 2.87770 18.25534  -0.14
29 C 9.95699 3.86799 19.01464  -0.17
30 C 8.90938 4.91593 19.40829  -0.19
31 O 8.42392 4.63836 20.69111  -0.17
32 C 7.31476 5.41116 21.07498  -0.10
33 H 9.42513 -1.47791 18.45141  0.09
34 H 7.93053 -1.33298 19.38185  0.09
35 H 9.28856 -0.33030 19.79471  0.09
36 H 8.80735 1.32197 16.41204  0.12
37 H 9.95088 -0.02622 16.75430  0.13
38 H 10.98818 2.11197 17.36767  0.13
39 H 10.58643 1.34359 18.83576  0.12
40 H 10.70269 4.39313 18.40706  0.13
41 H 10.44200 3.42060 19.88533  0.13
42 H 8.13825 4.86964 18.63142  0.13
43 H 9.38630 5.90286 19.43059  0.13
44 H 6.55782 5.37527 20.28246  0.08
45 H 7.54125 6.47974 21.17638  0.09
46 H 6.89677 5.06618 22.01387  0.05
47 C -4.18852 6.57570 21.20914  -0.09
48 O -3.71612 5.45513 20.46990  -0.18
49 C -4.30035 5.35062 19.18356  -0.18
50 C -3.67996 4.12481 18.52053  -0.20
51 O -3.82761 2.98976 19.33464  -0.10
52 C -2.90587 1.95415 19.08517  -0.18
53 C -2.97733 1.22342 17.75299  -0.22
54 O -2.52280 2.02399 16.69065  -0.18
55 C -2.81361 1.44771 15.45115  -0.12
56 H -3.59157 7.38871 20.79457  0.06
57 H -3.87469 6.40122 22.24299  0.08
58 H -5.26622 6.69647 21.33668  0.10
59 H -3.94604 6.24432 18.65616  0.11
60 H -5.39095 5.27878 19.16411  0.13
61 H -2.64559 4.34486 18.23388  0.11
62 H -4.18207 4.01203 17.55170  0.13
63 H -2.98177 1.18558 19.85215  0.13
64 H -1.92625 2.44958 19.13208  0.11
65 H -4.01700 0.88787 17.63797  0.13
66 H -2.37075 0.31460 17.85538  0.13
67 H -2.40947 0.43404 15.33972  0.09
68 H -2.44638 2.06585 14.63279  0.09
69 H -3.88940 1.34164 15.25545  0.09
70 C -2.78455 9.85582 25.80188  -0.05
71 C -1.32724 9.59197 26.13301  -0.22
72 O -0.93036 10.16734 27.36451  0.05
73 C -0.27403 11.31332 27.32895  -0.38
74 O -0.06301 11.94865 26.34032  0.16
75 C 0.21335 11.74827 28.73289  -0.55
76 F 0.06107 10.78739 29.65148  0.16
77 F 1.49701 12.08214 28.65416  0.18
78 F -0.49644 12.78692 29.17314  0.17
79 H -3.00444 9.40442 24.82807  0.07
80 H -3.14195 10.88104 25.84246  0.08
81 H -3.44557 9.18439 26.36047  0.08
82 H -0.71892 9.87303 25.27078  0.11
83 H -1.23712 8.50442 26.12534  0.11
84 C 3.55682 5.71846 21.39539  -0.03
85 C 2.82484 6.75315 22.22679  -0.17
86 O 1.42772 6.73422 21.95477  0.03
87 C 0.64596 7.60137 22.55653  -0.38
88 O 1.06325 8.56457 23.14984  0.14
89 C -0.86082 7.35301 22.39544  -0.55
90 F -1.57612 7.71823 23.44729  0.18
91 F -1.29645 8.07407 21.35664  0.17
92 F -1.05193 6.06205 22.13914  0.19
93 H 3.63053 6.06147 20.36189  0.06
94 H 2.97974 4.79136 21.37139  0.07
95 H 4.53379 5.48441 21.80508  0.06
96 H 3.20362 7.76373 22.06745  0.12
97 H 2.96294 6.46086 23.27256  0.12
98 C 1.70604 10.30659 19.42102  0.00
99 C 1.29965 9.22761 18.41707  -0.28
100 C 2.11662 7.93329 18.49802  -0.06
101 O 1.09632 6.91132 18.55465  0.06
102 C -0.12491 7.49388 18.60364  -0.56
103 O -1.12911 6.85937 18.50055  0.16
104 O -0.00119 8.80806 18.80109  0.08
105 H 2.62555 10.82868 19.15948  0.07
106 H 1.81585 9.91676 20.43621  0.08
107 H 0.93234 11.07257 19.50692  0.09
108 H 1.32680 9.60890 17.39296  0.16
109 H 2.65191 7.97542 19.44844  0.11
110 H 2.80983 7.80913 17.67273  0.14
111 C -3.95302 10.48903 20.71290  0.00
112 C -4.31629 10.24553 19.24494  -0.29
113 C -3.48146 9.28329 18.38077  -0.07
114 O -4.49743 8.64099 17.60983  0.07
115 C -5.68946 8.81344 18.14768  -0.59
116 O -6.67876 8.20085 17.87032  0.15
117 O -5.61253 9.64178 19.21044  0.07
118 H -3.05367 11.07648 20.88601  0.08
119 H -3.89817 9.57179 21.29850  0.07
120 H -4.80980 11.05181 21.08468  0.08
121 H -4.42117 11.21745 18.75488  0.15
122 H -2.88974 8.57553 18.95892  0.10
123 H -2.80808 9.84476 17.73664  0.13
124 C 5.28241 9.96584 23.73670  -0.01
125 C 4.11779 10.88890 23.44262  -0.30
126 C 4.16174 12.22002 24.16280  -0.10
127 O 4.23212 13.26458 23.20363  0.09
128 C 4.13434 12.69447 21.97465  -0.56
129 O 4.11309 13.27548 20.94445  0.16
130 O 4.14801 11.33462 22.07785  0.05
131 H 5.19556 9.54006 24.73379  0.07
132 H 6.25236 10.46561 23.68356  0.10
133 H 5.27839 9.16204 22.99609  0.08
134 H 3.19462 10.34595 23.65064  0.13
135 H 5.01043 12.21916 24.84866  0.14
136 H 3.26351 12.45694 24.73460  0.13
137 C 6.27699 5.34013 24.73384  -0.01
138 C 6.03473 4.44619 25.95569  -0.31
139 C 6.74763 4.88047 27.22837  -0.08
140 O 5.69081 4.85958 28.17252  0.09
141 C 4.50508 4.66321 27.58351  -0.56
142 O 3.48797 4.62414 28.20145  0.17
143 O 4.63954 4.44811 26.24309  0.04
144 H 5.96012 6.37555 24.88635  0.09
145 H 5.73431 5.02252 23.84485  0.05
146 H 7.33806 5.37214 24.47961  0.09
147 H 6.32653 3.41787 25.72645  0.15
148 H 7.24328 5.84955 27.18473  0.14
149 H 7.45642 4.09046 27.47746  0.14
150 C 7.91697 11.63946 19.13899  -0.01
151 C 6.60878 11.22234 19.77682  -0.29
152 C 5.43367 11.13764 18.79877  -0.10
153 O 4.90305 9.83213 18.95288  0.06
154 C 5.70234 9.09076 19.72236  -0.55
155 O 5.54684 7.94386 20.00362  0.15
156 O 6.75517 9.83700 20.13270  0.07
157 H 8.67500 11.76243 19.91497  0.09
158 H 7.87138 12.49684 18.47245  0.09
159 H 8.29746 10.78292 18.57839  0.09
160 H 6.26935 11.83169 20.61156  0.13
161 H 5.65109 11.34258 17.74315  0.14
162 H 4.70198 11.94041 18.91905  0.12
163 C 0.71390 3.62849 17.59652  0.01
164 C 1.34233 3.75414 18.99247  -0.29
165 C 0.40976 4.24683 20.06601  -0.11
166 O 0.32885 3.19000 20.99818  0.09
167 C 1.05755 2.16136 20.60551  -0.58
168 O 1.06724 1.09701 21.17550  0.12
169 O 1.61755 2.39578 19.39795  0.07
170 H 0.39212 4.56140 17.14346  0.09
171 H -0.00333 2.80912 17.61928  0.08
172 H 1.52674 3.24330 16.96935  0.08
173 H 2.28527 4.30040 18.99834  0.12
174 H -0.59816 4.48142 19.71768  0.13
175 H 0.86559 5.15648 20.45342  0.10
176 C 0.93827 7.01045 28.02122  0.00
177 C 2.29492 7.49086 27.56299  -0.28
178 C 2.49899 7.36034 26.05921  -0.08
179 O 3.06622 8.61501 25.68182  0.07
180 C 2.96904 9.46971 26.68888  -0.58
181 O 3.30917 10.62154 26.64035  0.15
182 O 2.32902 8.92267 27.72057  0.10
183 H 0.17764 7.51956 27.42885  0.07
184 H 0.66426 7.23376 29.05319  0.09
185 H 0.82432 5.93040 27.92700  0.09
186 H 3.09951 7.04013 28.14318  0.14
187 H 1.56784 7.13601 25.53267  0.11
188 H 3.10140 6.49720 25.76805  0.12
189 C 3.65490 2.12138 23.22771  -0.01
190 C 2.33973 2.38068 23.91681  -0.24
191 C 2.38577 2.44443 25.45572  -0.08
192 O 1.47566 3.47206 25.80390  0.09
193 C 1.22063 4.22376 24.74442  -0.57
194 O 0.48846 5.17859 24.76863  0.14
195 O 1.90695 3.77685 23.68326  0.07
196 H 4.54543 2.37183 23.80438  0.07
197 H 3.69871 2.48817 22.20381  0.08
198 H 3.72319 1.03444 23.10829  0.10
199 H 1.55492 1.73018 23.53599  0.14
200 H 3.34579 2.63639 25.92119  0.11
201 H 2.06771 1.44838 25.77061  0.14
202 C 4.60125 0.85233 17.76877  0.00
203 C 5.54660 2.06003 17.92269  -0.31
204 C 6.08651 2.63124 16.62469  -0.07
205 O 5.59580 3.99123 16.61596  0.07
206 C 4.86719 4.20858 17.74485  -0.57
207 O 4.26223 5.21052 17.96399  0.14
208 O 4.82421 3.12468 18.51771  0.08
209 H 4.18229 0.50647 18.70966  0.09
210 H 5.21680 0.07284 17.31436  0.08
211 H 3.80145 1.13612 17.08316  0.09
212 H 6.31645 1.80478 18.65259  0.14
213 H 5.91554 2.05883 15.71744  0.14
214 H 7.16247 2.70709 16.79330  0.10



[2]
The following is a quantum chemistry calculation of a cluster of 2 separate species, C5H13NO in total at a distorted geometry, from the OMol25 dataset.

Calculated values
Lowest unoccupied orbital energy (spin up / spin down) ... 4.1 / 4.0 eV
Total charge ... -1
Spin multiplicity ... 2
HOMO-LUMO gap (spin up / spin down) ... 2.98 / 9.13 eV
Strongest force on any atom ... 6.51 eV/A
Total energy ... -8928.7654 eV
Highest occupied orbital energy (spin up / spin down) ... 1.14 / -5.16 eV

Last column: Löwdin charge in e.
Cartesian coordinates (Å):
1 C -0.92081 -1.24248 0.73657  -0.39
2 C 0.29688 -0.39492 1.27603  -0.25
3 C 1.08496 0.60736 0.28670  -0.20
4 C 1.21048 0.26505 -1.02000  -0.28
5 C 1.86931 1.09119 -1.96674  -0.27
6 N -1.74885 -1.63062 1.85014  -0.06
7 H -0.64195 -2.40725 0.33369  0.15
8 H -1.40822 -0.88468 -0.12513  0.02
9 H 1.15365 -1.06158 1.64188  0.09
10 H -0.20782 0.25743 2.10443  0.09
11 H 1.49434 1.41712 0.83492  0.04
12 H 0.45906 -0.47229 -1.34860  0.10
13 H 2.94169 0.82923 -2.24709  0.07
14 H 2.17485 2.14982 -1.86605  0.04
15 H 1.65176 1.25230 -3.02768  0.04
16 H -1.35098 -2.38338 2.49112  0.09
17 H -2.23447 -0.87941 2.16501  -0.01
18 H -2.26574 1.94573 -0.58760  0.00
19 H -1.31124 0.57562 -0.67648  0.00
20 O -2.24690 0.96577 -0.85513  -0.28



[3]
The following is a quantum chemistry calculation of the molecule C5H9NO, from the OMol25 dataset.

Calculated values
Lowest unoccupied orbital energy (spin up / spin down) ... -1.1 / -1.1 eV
HOMO-LUMO gap (spin up / spin down) ... 6.96 / 6.95 eV
Strongest force on any atom ... 0.40 eV/A
Total energy ... -8864.0864 eV
Highest occupied orbital energy (spin up / spin down) ... -8.06 / -8.06 eV

Last column: Löwdin charge in e.
Cartesian coordinates (Å):
1 C -0.88205 1.38942 -1.75851  -0.15
2 O 0.31462 0.96796 -1.12783  -0.17
3 C 0.37908 -0.48788 0.45935  -0.15
4 C 1.60081 -0.27865 1.28639  -0.01
5 C -0.92051 -0.74669 1.14792  -0.01
6 C 0.48938 -0.64459 -0.96480  -0.53
7 N 0.60411 -1.52178 -1.76192  0.16
8 H -1.54970 0.53816 -1.95956  0.08
9 H -1.40749 2.12021 -1.12737  0.08
10 H -0.67121 1.87531 -2.72331  0.08
11 H 1.36836 0.16518 2.25861  0.09
12 H 2.32991 0.33060 0.74806  0.10
13 H 2.06798 -1.25949 1.47211  0.12
14 H -0.82675 -1.62634 1.80426  0.11
15 H -1.73451 -0.91921 0.44268  0.09
16 H -1.16203 0.09779 1.80393  0.10



[4]
The following is a quantum chemistry calculation of a cluster of 2 separate species, C3H9N2O in total at a distorted geometry, from the OMol25 dataset.

Calculated values
Lowest unoccupied orbital energy ... -4.4 eV
Total charge ... +1
HOMO-LUMO gap ... 9.99 eV
Strongest force on any atom ... 3.17 eV/A
Total energy ... -8277.0276 eV
Highest occupied orbital energy ... -14.38 eV

Last column: Löwdin charge in e.
Cartesian coordinates (Å):
1 C -1.93555 -0.17250 -0.90909  0.11
2 C -0.61360 -0.45325 -1.00605  -0.06
3 C 0.21104 -0.78616 0.13867  -0.47
4 N -0.31671 -0.52856 1.31989  0.19
5 N 1.18137 1.31538 -0.05057  0.06
6 O 1.32662 -1.38663 0.01131  0.21
7 H -2.53486 0.12161 -1.76493  0.09
8 H -2.49391 -0.27221 -0.05927  0.04
9 H -0.17761 -0.35671 -1.98149  0.12
10 H 0.19881 -0.59321 2.26295  0.19
11 H -1.15463 0.10336 1.28395  0.15
12 H 1.94962 1.12590 -0.71511  0.08
13 H 1.57359 1.20704 0.89701  0.07
14 H 0.91445 2.26130 -0.18725  0.05
15 H 1.87137 -1.58534 0.76000  0.15



Question: The lowest strongest force on any atom belongs to which entry?
Answer: C5H9NO



Question: total energy of number 3 (C5H9NO)?
Answer: -8864.0864 eV